Computed, not measured: the ion C3H7N2S with charge +1 at a distorted geometry, with the ωB97M-V functional and the def2-TZVPD basis.

Structure (XYZ):
```
13
Properties=species:S:1:pos:R:3
C -1.8905 0.0578 -0.0631
C -1.2494 -1.1740 0.5044
C 2.3367 0.5293 -0.0576
N -1.2711 0.9548 -0.7080
N 1.1250 -0.0290 0.2824
S 0.4754 -1.3756 -0.1354
H -1.7012 1.7682 -1.0003
H -2.9160 0.0417 0.1713
H -0.9572 -0.9615 1.5484
H -1.7590 -2.0475 0.1628
H 2.6266 1.2597 0.7058
H 2.0943 1.1300 -0.8667
H 3.0863 -0.1538 -0.5440
```

## Properties
HOMO level (alpha / beta) ... -14.34 / -14.34 eV
LUMO energy (alpha / beta) ... -6.716 / -6.716 eV
Total charge ... +1



Computed, not measured: a cluster of 2 separate species, C5H13N3O in total at a distorted geometry, with the ωB97M-V functional and the def2-TZVPD basis.

Structure (XYZ):
```
22
Properties=species:S:1:pos:R:3
C -0.2651 1.8976 -1.8327
C -0.5967 2.0690 -0.5634
N -1.0463 1.0671 0.3105
N -1.0860 1.3444 1.6903
C -1.8068 -0.0203 -0.1051
O -1.8966 -0.4298 -1.2346
H 0.0257 2.7357 -2.4319
H -0.3218 0.9357 -2.3124
H -0.5357 3.0474 -0.0925
H -1.5555 2.2283 1.8773
H -0.1352 1.3934 2.0484
H -2.2423 -0.5138 0.7823
C 1.3442 -1.4832 -0.9571
C 0.6572 -1.7343 0.3776
N 1.4649 -1.2401 1.4888
H 2.1703 -2.1784 -1.1156
H 1.7388 -0.4673 -0.9758
H 0.6334 -1.6164 -1.7689
H 0.4122 -2.8072 0.4649
H -0.2582 -1.0954 0.4369
H 0.9666 -1.3734 2.3631
H 2.3330 -1.7590 1.5502
```

## Properties
HOMO level ... -8.96 eV
LUMO energy ... 0.897 eV
SMILES ... C=CN(N)C=O.CCN



Which formula does entry 2 have? C5H13N3O



Which formula does entry 1 have? C3H7N2S